[1]
C50H88N2O16S7Si | ωB97M-V/def2-TZVPD

The energy comes out at -172739.4035 eV. The SMILES is C[Si](C)(CCCCCCCCN(C(=O)O)c1cccnc1)c1ccccc1.O=S1(=O)CCCC1.O=S1(=O)CCCC1.O=S1(=O)CCCC1.O=S1(=O)CCCC1.O=S1(=O)CCCC1.O=S1(=O)CCCC1.O=S1(=O)CCCC1. The lowest unoccupied orbital energy is 0.2 eV.

XYZ file:
```
164
Properties=species:S:1:pos:R:3:forces:R:3:mulliken_charge:R:1
C 8.33959 0.61002 -0.35085 -0.60 -0.67 0.07 -1.053
Si 8.01939 -0.92208 -1.46594 -0.23 -0.13 0.24 0.232
C 7.38395 -2.40577 -0.42933 0.43 -0.01 -0.50 -1.142
C 6.68449 -0.58461 -2.79647 -0.19 0.40 -0.18 -0.800
C 6.25458 0.95393 -2.86464 0.43 -1.45 0.05 -0.547
C 5.27801 1.28978 -1.68418 0.65 0.98 0.02 -0.448
C 4.08664 2.24362 -2.04736 -0.59 -0.61 0.19 -0.882
C 3.33435 1.89905 -3.37289 -0.38 0.56 0.26 -0.694
C 2.62540 0.48559 -3.36662 0.56 1.26 0.13 -0.353
C 1.06773 0.66197 -3.27098 0.11 -1.24 -0.58 -0.406
C 0.39156 -0.52945 -4.06406 0.06 1.58 0.34 -0.878
N 0.33271 -1.72330 -3.19244 -0.44 -0.39 -0.67 0.514
C 0.23339 -2.94530 -3.94426 -0.26 -0.71 -0.35 0.438
O -0.19429 -2.98508 -5.07510 0.51 0.28 0.62 -0.565
O 0.70549 -4.09024 -3.33854 -0.71 1.21 0.18 -0.549
C -0.70356 -1.60395 -2.19216 -1.84 0.08 1.52 -0.016
C -2.08715 -1.30560 -2.53027 0.86 -0.30 1.82 -0.162
C -3.02272 -1.17111 -1.43886 2.07 -0.13 -0.47 -0.253
C -2.50652 -1.34211 -0.10941 -0.91 0.22 -0.53 -0.276
N -1.24001 -1.65008 0.24137 -0.68 0.37 -1.90 -0.208
C -0.38932 -1.76441 -0.80270 0.58 -0.08 -0.86 -0.576
C 9.71491 -1.39093 -2.19601 1.03 -0.48 -0.52 0.380
C 10.41813 -2.55324 -1.69367 0.86 1.32 -1.77 -0.274
C 11.70881 -2.86107 -2.26502 -0.73 0.94 -0.17 -0.484
C 12.26824 -2.02745 -3.28281 -0.76 0.53 0.14 -0.324
C 11.58795 -0.86055 -3.78906 -1.16 -0.91 1.30 -0.617
C 10.29796 -0.56073 -3.23893 0.59 -1.33 0.90 -0.187
H 7.43413 0.72754 0.29391 0.77 0.09 -0.33 0.286
H 8.48850 1.54295 -0.93524 0.14 -0.59 0.50 0.322
H 9.21244 0.33951 0.28542 -0.49 0.52 -0.40 0.366
H 7.37181 -3.29923 -1.10685 -0.06 0.65 0.57 0.326
H 6.34219 -2.22025 -0.08280 0.81 -0.16 0.01 0.311
H 8.09918 -2.61847 0.39636 -0.76 0.07 -0.27 0.312
H 7.05825 -0.94938 -3.78776 -0.26 0.35 0.71 0.458
H 5.77524 -1.19696 -2.55596 0.73 0.43 -0.23 0.392
H 7.20549 1.53089 -2.78329 -0.86 -0.01 -0.20 0.374
H 5.82911 1.10945 -3.87823 0.08 0.20 0.79 0.353
H 4.93813 0.35598 -1.17041 0.06 0.63 -0.63 0.372
H 5.88870 1.83344 -0.91583 -0.58 -0.50 -0.47 0.293
H 4.37601 3.32072 -2.03690 0.00 -0.84 -0.16 0.192
H 3.33133 2.12950 -1.22102 0.58 0.21 -0.58 0.246
H 3.99114 2.06227 -4.26496 -0.45 -0.34 0.74 0.440
H 2.52670 2.66528 -3.47993 0.78 -0.50 0.04 0.364
H 2.94054 -0.03743 -4.30353 -0.53 0.17 0.77 0.242
H 3.02048 -0.08783 -2.49496 -0.41 0.15 -0.70 0.091
H 0.72830 0.67244 -2.20490 0.24 -0.06 -0.81 0.157
H 0.69807 1.60960 -3.72486 0.57 -0.57 0.19 0.471
H 1.00551 -0.72568 -4.96842 -0.48 -0.15 0.70 0.588
H -0.59920 -0.15938 -4.41794 0.43 -0.66 0.21 0.303
H 0.01126 -4.42291 -2.71467 0.41 0.14 -0.25 0.608
H -2.36902 -1.19344 -3.59289 0.02 -0.01 0.77 0.371
H -4.08070 -0.91693 -1.64248 0.95 -0.35 0.37 0.138
H -3.23360 -1.20695 0.72479 0.67 -0.20 -0.60 0.229
H 0.67127 -2.00657 -0.56126 -0.89 0.20 -0.18 0.367
H 9.95288 -3.18080 -0.91324 0.46 0.37 -0.56 0.220
H 12.29787 -3.73722 -1.92363 -0.56 0.68 -0.23 0.330
H 13.26452 -2.27782 -3.68968 -0.68 0.12 0.28 0.316
H 12.00153 -0.20739 -4.58136 -0.12 -0.65 0.63 0.350
H 9.70324 0.31665 -3.56045 0.60 -0.56 0.01 0.243
O -1.32170 -5.00946 -1.90577 -0.11 -0.06 0.47 -0.912
S -2.74308 -4.99256 -1.62058 -0.79 0.08 -0.26 1.366
O -3.27676 -4.34442 -0.44946 0.48 -0.07 0.15 -0.601
C -3.60383 -4.39365 -3.06605 -0.10 0.03 -0.45 -0.286
C -3.87134 -5.64790 -3.88965 0.11 -0.17 0.01 -0.844
C -4.32639 -6.71517 -2.88800 -0.16 0.06 -0.09 -0.736
C -3.35968 -6.67138 -1.70229 0.00 -0.41 -0.06 0.087
H -2.99044 -3.66002 -3.58539 0.05 0.01 0.13 0.066
H -4.53525 -3.93456 -2.73034 0.10 0.04 0.10 0.365
H -4.62227 -5.46749 -4.65896 0.05 0.02 0.03 0.400
H -2.95194 -5.97347 -4.38445 -0.03 0.08 -0.02 0.322
H -5.33879 -6.48640 -2.54556 0.06 -0.03 0.03 0.276
H -4.35045 -7.70768 -3.33781 0.00 0.03 0.08 0.418
H -3.85836 -6.91603 -0.76814 0.10 0.07 -0.01 -0.540
H -2.50884 -7.33580 -1.85481 0.05 0.12 0.03 0.413
O -6.04885 -1.13962 -2.28549 0.04 0.10 -0.15 -0.682
S -6.61796 0.07140 -2.83401 -0.37 0.29 -0.23 1.207
O -5.82678 1.01746 -3.57852 0.29 -0.29 0.14 -0.754
C -8.06007 -0.36573 -3.79326 -0.40 -0.17 -0.08 -0.768
C -9.20388 -0.34485 -2.78532 -0.01 -0.03 0.12 -0.523
C -8.97995 0.90438 -1.92668 -0.11 0.04 -0.06 -0.627
C -7.50019 0.92926 -1.52976 -0.30 0.20 0.34 -0.675
H -7.91346 -1.33883 -4.25851 0.17 0.06 0.01 0.394
H -8.19443 0.40039 -4.55784 0.11 -0.01 0.03 0.359
H -10.17402 -0.32627 -3.28213 0.05 -0.02 0.01 0.352
H -9.16364 -1.23775 -2.15549 0.00 0.01 -0.06 0.275
H -9.21904 1.79594 -2.51210 0.02 -0.04 0.02 0.305
H -9.62282 0.90958 -1.04613 0.05 0.02 -0.03 0.313
H -7.11999 1.94598 -1.44898 0.17 -0.12 -0.04 0.381
H -7.32659 0.39260 -0.59725 0.09 -0.05 -0.10 0.351
O 2.06588 7.09750 -4.56787 -0.05 -0.25 -0.02 -0.717
S 2.90081 6.47524 -3.56930 0.22 0.03 0.23 0.971
O 2.89463 5.04805 -3.34984 -0.25 0.12 -0.27 -0.480
C 4.58448 7.01852 -3.81822 0.38 0.25 -0.06 -0.734
C 4.69568 8.29322 -2.98906 -0.21 0.12 0.01 -0.769
C 3.98201 7.99159 -1.66556 0.21 0.32 -0.46 -0.283
C 2.65185 7.31626 -2.00678 -0.01 0.29 0.42 -0.459
H 4.76851 7.17617 -4.87957 -0.14 -0.14 -0.01 0.452
H 5.24472 6.23975 -3.43362 -0.09 -0.03 -0.01 0.324
H 5.73643 8.57864 -2.83213 -0.04 -0.02 -0.02 0.368
H 4.19274 9.11816 -3.50210 0.07 -0.05 -0.07 0.329
H 4.59028 7.31945 -1.07341 0.01 0.05 -0.19 0.133
H 3.82382 8.89440 -1.07761 -0.02 -0.07 -0.01 0.392
H 2.36365 6.58830 -1.25002 -0.03 -0.08 -0.16 0.190
H 1.85433 8.04676 -2.14268 -0.01 -0.10 -0.13 0.350
O -4.39987 -0.57708 5.82968 -0.04 0.30 0.11 -0.701
S -3.10916 -0.04575 5.46058 0.38 -0.11 -0.15 1.298
O -2.71768 1.30522 5.78782 -0.34 0.00 0.13 -0.695
C -1.84512 -1.17187 6.03152 0.23 -0.38 0.08 -0.822
C -1.67061 -2.15634 4.88012 -0.09 0.01 -0.07 -0.723
C -1.67878 -1.31059 3.60256 0.08 -0.15 0.01 -0.235
C -2.85142 -0.33089 3.70953 0.14 -0.10 -0.43 -0.776
H -2.16324 -1.64457 6.95916 -0.10 0.17 0.01 0.424
H -0.93506 -0.59373 6.19680 -0.08 0.05 0.00 0.351
H -0.74837 -2.72912 4.98023 -0.04 0.02 0.01 0.399
H -2.50642 -2.86142 4.86149 0.04 0.01 0.05 0.293
H -0.74062 -0.75505 3.52793 -0.04 -0.03 -0.03 0.245
H -1.76321 -1.92780 2.70896 0.08 0.11 -0.01 0.142
H -2.63182 0.61654 3.22015 -0.14 0.03 0.12 0.429
H -3.76770 -0.75666 3.30040 -0.03 0.05 0.14 0.419
O -7.05288 -8.12291 1.80670 -0.01 -0.02 -0.26 -0.673
S -5.74206 -8.49040 1.33563 0.22 0.03 0.13 1.180
O -5.42079 -8.53424 -0.07259 -0.30 0.07 0.00 -0.647
C -4.53118 -7.48096 2.17857 0.22 0.16 0.28 -0.632
C -4.20080 -8.26627 3.44246 -0.05 -0.08 0.07 -0.701
C -4.07416 -9.72904 3.00361 0.12 0.01 0.03 -0.640
C -5.27164 -10.04268 2.10048 0.21 -0.41 0.21 -0.652
H -4.94742 -6.49540 2.37898 -0.08 -0.04 -0.17 0.497
H -3.65853 -7.39512 1.52938 -0.05 0.01 -0.01 0.260
H -3.28559 -7.90318 3.91048 -0.05 0.01 -0.02 0.347
H -5.01347 -8.16737 4.16715 0.03 0.05 -0.03 0.332
H -3.14510 -9.86137 2.44279 -0.04 0.02 0.02 0.295
H -4.03918 -10.40543 3.85812 -0.01 0.01 -0.06 0.325
H -5.01587 -10.76188 1.32442 -0.16 0.09 -0.06 0.353
H -6.12339 -10.40463 2.67552 -0.05 0.11 -0.09 0.366
O -8.10010 5.48393 6.29990 0.05 0.19 0.09 -0.655
S -6.92853 5.22147 7.09989 0.17 -0.13 0.16 1.155
O -6.31441 6.24307 7.91225 -0.24 0.15 -0.16 -0.670
C -7.24285 3.78266 8.11212 -0.09 -0.41 0.11 -0.714
C -6.80582 2.60774 7.24408 0.00 0.00 -0.10 -0.677
C -5.48747 3.03766 6.59352 -0.01 -0.08 0.06 -0.078
C -5.68254 4.46031 6.05886 0.33 -0.28 -0.22 -0.721
H -8.29545 3.74786 8.38726 0.02 0.19 -0.02 0.408
H -6.62303 3.86386 9.00600 -0.02 0.08 -0.04 0.355
H -6.68842 1.69744 7.83230 -0.01 0.03 -0.04 0.341
H -7.55433 2.41606 6.47023 -0.01 0.00 0.07 0.326
H -4.69275 3.03183 7.34318 -0.01 -0.03 -0.06 0.252
H -5.18949 2.35638 5.79841 0.04 0.04 0.08 -0.080
H -4.76452 5.04246 6.11436 -0.15 0.13 0.00 0.348
H -6.05750 4.45571 5.03567 -0.09 0.10 0.08 0.394
O 4.27291 6.21230 0.56144 0.02 -0.13 0.18 -0.713
S 3.87339 7.12092 1.60668 -0.24 0.02 0.71 1.333
O 3.66111 8.52715 1.36764 0.12 -0.12 -0.28 -0.797
C 2.43146 6.44460 2.41526 -0.26 -0.24 0.22 -0.775
C 2.99942 5.55292 3.51370 0.10 -0.08 0.01 -0.585
C 4.15319 6.34411 4.13889 -0.08 0.01 0.10 -0.604
C 4.99362 6.91396 2.99108 0.25 -0.05 0.43 -0.768
H 1.82204 5.90335 1.69335 0.08 0.11 -0.11 0.364
H 1.86589 7.27711 2.83590 0.05 0.02 -0.08 0.413
H 2.23926 5.29408 4.25092 0.02 0.00 -0.05 0.379
H 3.38107 4.62412 3.08103 -0.06 0.03 -0.01 0.287
H 3.74942 7.16218 4.74110 0.01 -0.03 -0.04 0.297
H 4.75909 5.72156 4.79774 -0.01 0.05 -0.04 0.317
H 5.42811 7.87847 3.24786 0.00 -0.01 -0.20 0.376
H 5.77876 6.22200 2.68740 -0.08 0.04 -0.12 0.368
```
Positions in Å, forces in eV/Å.

---

[2]
C3H9N2S | ωB97M-V/def2-TZVPD

As for the energy relative to the best compared isomer or geometry (same formula, charge and spin): 90.97 kcal per mole. The energy comes out at -17062.2219 eV. The lowest unoccupied orbital energy is -5.8 eV. The net charge is +1.

XYZ file:
```
15
Properties=species:S:1:pos:R:3:forces:R:3:mulliken_charge:R:1
C -2.14127 -1.25354 0.40632 -0.82 -0.58 -0.93 -0.312
C 2.71284 1.17877 0.04368 -1.29 0.07 -1.74 -0.277
C -1.45357 0.94141 0.00413 0.84 2.06 -1.06 -0.760
N 1.44872 -1.08126 -0.35730 1.47 -3.27 -1.47 -0.248
N -1.23254 -0.43824 0.19430 2.38 -0.60 0.14 -0.354
S 2.75718 -0.45237 0.24079 1.28 2.80 0.68 0.324
H -1.96734 -2.29182 0.14777 0.00 -0.29 0.84 0.226
H -3.13548 -0.89843 0.55124 -1.07 0.00 0.30 0.271
H 3.51298 1.93198 0.30754 -0.80 -1.51 0.15 0.321
H 1.83524 1.61624 -0.59704 1.55 -0.90 1.51 0.266
H -1.13596 0.99897 -1.14135 -0.94 0.77 2.26 0.270
H -2.53017 1.24474 0.17835 1.16 -0.07 -0.31 0.314
H -0.71797 1.62686 0.62708 -1.52 -1.45 -1.22 0.177
H 1.55804 -2.11582 -0.47263 0.49 1.09 -0.03 0.376
H 0.48928 -1.00749 -0.13290 -2.72 1.90 0.88 0.406
```
Positions in Å, forces in eV/Å.

---

Number 1: HOMO-LUMO gap 0.332 hartree, E_HOMO -8.826 eV. Number 2: HOMO-LUMO gap 0.289 hartree, E_HOMO -13.685 eV.